ORCA calculation (ωB97M-V with the def2-TZVPD basis set) on C16H40AlIN2O8PS2 as an isolated structure in a non-equilibrium geometry.

ORCA input file:
```
! wB97M-V def2-TZVPD RIJCOSX def2/J DEFGRID3
* xyz -1 1
C 4.1362 3.1541 0.4042
C 4.5144 3.5432 -1.0845
C 3.5916 4.6489 -1.7525
O 2.2761 4.7527 -1.2122
C 1.2836 4.0544 -2.0160
Al -0.5017 4.1304 -1.0164
C -1.7539 5.3811 -2.1042
C -3.1469 5.3019 -1.3801
C -3.4905 6.2467 -0.1371
N -4.0732 4.4402 -1.7353
C -1.4731 2.3424 -0.8276
C -0.6090 1.0516 -1.1263
C -1.5436 -0.2238 -0.7273
I 1.1979 0.8845 0.0842
P -0.3657 5.0583 1.1372
N 1.1585 4.6323 1.9276
O -0.4337 6.7862 0.8587
H 4.3611 2.0462 0.5175
H 3.0530 3.2743 0.6635
H 4.7424 3.7267 1.1674
H 5.5615 3.9867 -1.0410
H 4.6191 2.5976 -1.6916
H 4.1317 5.6403 -1.6520
H 3.5419 4.4247 -2.8670
H 1.1556 4.6769 -2.9699
H 1.6042 3.0260 -2.3591
H -1.3402 6.4313 -2.1099
H -1.8072 4.9228 -3.1319
H -2.8915 7.1874 -0.2132
H -4.5984 6.4017 -0.0147
H -3.1486 5.6668 0.7771
H -4.8607 4.6182 -1.0896
H -1.9397 2.2852 0.2098
H -2.3431 2.3525 -1.5496
H -0.4122 0.9251 -2.2347
H -1.4022 -1.1137 -1.4147
H -2.6078 0.1517 -0.7165
H -1.2990 -0.5179 0.3376
H 1.1384 5.0778 2.8544
H 1.9727 5.0199 1.4386
H 0.3473 7.0007 0.3196
O -0.3127 -3.0543 -1.9248
S -0.6994 -4.2128 -2.6820
O -1.9730 -4.8504 -2.4905
O 0.4642 -5.3234 -2.5616
C 0.8865 -5.7074 -1.2511
C -0.0963 -6.6571 -0.5938
C -0.4986 -3.8671 -4.4046
H 1.0561 -4.8241 -0.6311
H 1.8490 -6.2094 -1.3672
H -1.0401 -6.1582 -0.3759
H 0.3070 -7.0382 0.3429
H -0.3192 -7.4984 -1.2542
H 0.4846 -3.4286 -4.5634
H -1.2765 -3.1619 -4.6946
H -0.6075 -4.7942 -4.9647
O -0.7989 -6.1319 2.1634
S 0.1140 -5.4382 3.0335
O 1.2180 -6.1142 3.6603
O -0.7327 -4.6621 4.1664
C -1.6689 -5.4094 4.9453
C -0.9783 -6.2278 6.0206
C 0.7292 -4.0038 2.2019
H -2.2868 -6.0422 4.3024
H -2.3330 -4.6833 5.4171
H -0.3783 -7.0267 5.5822
H -1.7134 -6.6836 6.6873
H -0.3041 -5.6019 6.6085
H -0.1084 -3.4608 1.7669
H 1.4070 -4.3388 1.4192
H 1.2651 -3.3841 2.9186
*
```

Results
- LUMO: 2.0 eV
- Gap between HOMO and LUMO: 5.86 eV

***

ORCA calculation (ωB97M-V with the def2-TZVPD basis set) on C16H40B2MgO8S4 as an isolated structure in a non-equilibrium geometry.

ORCA input file:
```
! wB97M-V def2-TZVPD RIJCOSX def2/J DEFGRID3
* xyz 0 1
Mg 4.0255 -20.3798 18.2050
B 2.0800 -19.5502 19.8400
H 2.2869 -18.4958 19.7417
H 1.0248 -19.7131 19.6848
H 2.7922 -20.1583 19.3041
H 2.0390 -19.7040 20.9072
B 4.7909 -18.6375 17.3831
H 4.4028 -19.3724 16.6949
H 5.0201 -17.6634 16.9797
H 3.9956 -18.6910 18.1103
H 5.6079 -19.1307 17.8866
C 1.0508 -21.0436 14.0457
C 0.7505 -19.7109 14.7784
C -0.0184 -19.9425 16.1081
S 1.0369 -21.4177 16.7253
O 0.3176 -22.3873 17.5515
O 2.3949 -20.9492 17.1419
C 1.2991 -22.1044 15.0870
H 1.8943 -21.0147 13.3560
H 0.1927 -21.3612 13.4535
H 0.2388 -19.0772 14.0542
H 1.6714 -19.2176 15.0893
H -1.0561 -20.2207 15.9241
H 0.0823 -19.0725 16.7569
H 0.6264 -22.9577 15.0005
H 2.2835 -22.5718 15.1142
C 6.6180 -17.1420 21.4046
C 5.2113 -17.4046 22.0054
C 4.9564 -18.8947 22.3126
S 5.9428 -19.7334 21.0209
O 5.0857 -20.0772 19.9027
O 6.8440 -20.8130 21.5253
C 6.9801 -18.3468 20.5119
H 7.5055 -17.0457 22.0301
H 6.6561 -16.1377 20.9827
H 4.4740 -17.1037 21.2611
H 5.0721 -16.9055 22.9643
H 3.9047 -19.1389 22.1633
H 5.2440 -19.1332 23.3365
H 6.8007 -18.0770 19.4711
H 8.0246 -18.6483 20.5917
C 8.6548 -15.6739 16.8229
C 8.1829 -15.0801 18.2242
C 6.6861 -14.8550 18.1180
S 6.4710 -14.1752 16.3191
O 6.4384 -12.7165 16.3366
O 5.3857 -14.8983 15.6697
C 8.1631 -14.7304 15.6746
H 8.3901 -16.7309 16.7967
H 9.7386 -15.5588 16.8393
H 8.7040 -14.1323 18.3591
H 8.4538 -15.7862 19.0092
H 6.0734 -14.3122 18.8378
H 6.3543 -15.8932 18.1100
H 8.7544 -13.8306 15.8442
H 8.1954 -15.0193 14.6241
C 7.8102 -19.3942 15.7887
C 8.6977 -19.8538 16.8920
C 8.1518 -21.1247 17.5403
S 6.8255 -21.7650 16.5944
O 5.5082 -21.5609 17.2989
O 7.1221 -23.0824 16.0143
C 6.9454 -20.5940 15.2666
H 8.4168 -18.9335 15.0090
H 7.1826 -18.5415 16.0479
H 8.8510 -19.0625 17.6257
H 9.7281 -19.9772 16.5587
H 7.8515 -20.8227 18.5436
H 8.9301 -21.8878 17.5538
H 5.9780 -20.5486 14.7664
H 7.4766 -21.0893 14.4538
*
```

Results
- LUMO: 0.1 eV
- Gap between HOMO and LUMO: 8.26 eV
- Relative energy (zero: lowest compared OMol25 entry of this formula, charge and spin): 438.1 kJ/mol

***

ORCA calculation (ωB97M-V with the def2-TZVPD basis set) on a 7-piece molecular cluster, C16H40BCl3F4N3 overall in a non-equilibrium geometry.

ORCA input file:
```
! wB97M-V def2-TZVPD RIJCOSX def2/J DEFGRID3
* xyz -1 1
N 3.0469 0.9592 0.9153
H 2.8764 0.0560 1.3981
H 2.2095 1.2749 0.3958
H 3.8153 0.8467 0.1725
H 3.2848 1.6594 1.6296
C -2.8528 -1.0713 -3.7010
C -1.3855 -1.0150 -4.1248
C -0.5048 -1.0855 -2.8925
N 0.6834 -1.9432 -2.9944
C 0.3247 -3.3599 -3.1300
C 1.6424 -1.6919 -1.8211
C 2.7634 -0.7723 -2.3028
C 2.3338 -0.3005 -3.6913
C 1.5293 -1.4996 -4.1627
H -3.0624 -0.3081 -2.9533
H -3.0572 -2.0465 -3.2478
H -3.5172 -0.9559 -4.5557
H -1.2511 -0.0565 -4.6357
H -1.1256 -1.7298 -4.9076
H -1.0720 -1.3977 -2.0122
H -0.1560 -0.0910 -2.5918
H 1.2590 -3.9191 -3.0742
H -0.1440 -3.5178 -4.0932
H -0.2185 -3.6682 -2.2409
H 2.0609 -2.6346 -1.4730
H 1.0897 -1.2525 -0.9982
H 3.7726 -1.1794 -2.2996
H 2.8386 0.0542 -1.6085
H 3.1862 -0.2306 -4.3636
H 1.7217 0.5991 -3.6392
H 2.2223 -2.3264 -4.3264
H 0.9315 -1.2778 -5.0452
C -0.2036 2.3545 4.6461
C -0.2981 1.1555 3.6979
C -1.1917 1.5397 2.5297
N -1.8097 0.3601 1.8278
C -0.7317 -0.6064 1.4318
C -2.8444 -0.2842 2.7444
C -4.2215 -0.0724 2.0747
C -3.8694 0.0812 0.6185
C -2.5833 0.8900 0.6501
H 0.5337 3.0825 4.2999
H 0.2234 2.0529 5.6059
H -1.1386 2.8790 4.8617
H -0.6709 0.3100 4.2803
H 0.7148 0.9472 3.3598
H -0.5857 2.0784 1.7924
H -1.9702 2.2659 2.7722
H -1.1648 -1.3390 0.7517
H -0.3703 -1.1148 2.3162
H -0.0087 0.0339 0.9372
H -2.5513 -1.3156 2.8955
H -2.9092 0.2967 3.6581
H -4.8743 -0.9253 2.2682
H -4.6824 0.7862 2.5592
H -3.6167 -0.8580 0.1087
H -4.6204 0.5194 -0.0411
H -1.9975 0.7387 -0.2519
H -2.7745 1.9550 0.7566
Cl 5.5956 0.4606 -0.7466
Cl 2.2268 -2.1410 1.6446
Cl 0.4620 1.9758 -0.9704
B 3.3445 3.1569 3.8474
F 4.0660 3.1922 2.6375
F 4.2646 3.1002 4.9264
F 2.5249 4.3137 3.9813
F 2.4874 2.0122 3.9042
*
```

Results
- LUMO: 1.5 eV
- Gap between HOMO and LUMO: 6.24 eV
- Relative energy (zero: lowest compared OMol25 entry of this formula, charge and spin): 0.0 kJ/mol

***

ORCA calculation (ωB97M-V with the def2-TZVPD basis set) on C16H40F6N6O9S2 as an isolated structure in a non-equilibrium geometry.

ORCA input file:
```
! wB97M-V def2-TZVPD RIJCOSX def2/J DEFGRID3
* xyz 0 1
N -0.1515 0.6677 -0.7966
H 0.7912 0.8560 -0.4026
H -0.3523 -0.3531 -0.8351
H -0.2846 1.2740 -1.6542
H -0.9248 0.9958 -0.2097
N 2.0762 -0.2306 -3.0857
H 1.5187 -1.0939 -2.8470
H 2.7607 -0.3621 -3.8214
H 2.5642 0.0905 -2.2167
H 1.4857 0.5800 -3.3019
C -0.6421 -2.1244 2.2788
N 0.7750 -2.4265 2.6805
C 0.7231 -3.3436 3.8630
C 1.5336 -3.1023 1.5515
C 1.4623 -1.1595 3.1518
C 2.9078 -1.3301 3.5128
O 3.1866 -1.9612 4.7590
H -0.5626 -1.5563 1.3561
H -1.0209 -1.6250 3.1682
H -1.1497 -3.0816 2.1922
H 1.6928 -3.6779 4.1896
H 0.0688 -4.1856 3.6042
H 0.0512 -2.9000 4.5997
H 2.3871 -3.5955 2.0010
H 1.8157 -2.2939 0.8715
H 0.8497 -3.8295 1.1255
H 0.8892 -0.7066 3.9648
H 1.3110 -0.4231 2.3550
H 3.5019 -0.4169 3.4313
H 3.3844 -1.8845 2.6949
H 3.9552 -2.5233 4.6299
C 0.9868 4.3080 -1.7416
F 0.9249 3.4400 -0.7269
F -0.1520 5.0055 -1.7150
F 2.0068 5.1256 -1.6388
S 1.0901 3.3606 -3.3445
O 0.9396 4.3196 -4.3861
O 2.3525 2.6728 -3.3392
N -0.0829 2.1035 -3.1186
S -1.1196 2.2882 -4.3001
O -2.0577 3.3699 -4.1159
O -0.4947 2.1988 -5.5916
C -2.1589 0.7413 -4.0875
F -2.5202 0.6343 -2.7858
F -3.2803 0.8473 -4.7847
F -1.4721 -0.3378 -4.4251
C -0.2997 -4.3228 -1.5765
C -0.1400 -2.8379 -1.8645
O 0.7667 -2.5576 -2.6899
O -0.8265 -1.9568 -1.2820
H 0.6061 -4.6743 -1.0830
H -0.4232 -4.8086 -2.5423
H -1.1567 -4.5678 -0.9475
C 4.9493 -0.1847 -0.5593
C 3.7687 0.3671 0.2452
O 2.5202 0.2224 -0.3389
H 5.2143 0.4591 -1.3965
H 4.7561 -1.2057 -0.8986
H 5.8144 -0.2610 0.1094
H 3.9198 1.4502 0.3959
H 3.7433 -0.0599 1.2587
C -2.2702 2.0650 2.1931
O -1.3659 1.3705 1.7133
N -3.0800 2.8155 1.4291
C -2.9145 3.0335 0.0148
C -4.1570 3.6087 2.0219
H -2.4292 2.1034 3.2766
H -2.2437 2.3117 -0.4303
H -2.5863 4.0270 -0.2917
H -3.8569 2.8197 -0.4979
H -4.2919 3.4343 3.0844
H -3.8394 4.6383 1.8223
H -5.1139 3.5029 1.5114
C -4.1057 -1.1506 0.5213
C -5.1364 -0.3623 1.1997
N -5.9306 0.2401 1.7633
H -3.4610 -0.4439 -0.0071
H -4.5738 -1.8773 -0.1315
H -3.4226 -1.5532 1.2682
*
```

Results
- LUMO: -0.4 eV
- Gap between HOMO and LUMO: 7.17 eV